1.
This record from the Open Molecules 2025 dataset describes a 20-piece molecular cluster, C70H190N10O35 overall. The level of theory is ωB97M-V with the def2-TZVPD basis set.

Element x y z (Å)
C 9.115091 3.300667 1.976180
C 9.222511 2.692977 0.589210
C 8.362991 3.358597 -0.374470
O 6.966161 3.548167 0.107850
C 6.023871 3.863797 -0.934360
N 10.603161 2.802647 0.233640
H 8.109621 3.191627 2.382670
H 9.336701 4.367897 1.977730
H 9.699901 2.830107 2.766540
H 8.946001 1.639207 0.624050
H 8.603141 3.015497 -1.380800
H 8.698781 4.391267 -0.468980
H 4.996821 3.990117 -0.591860
H 6.145681 3.068967 -1.670230
H 6.284791 4.814447 -1.399420
H 11.170881 2.689627 1.061300
H 10.805571 2.023347 -0.376130
C 0.678061 -3.815983 5.066150
C 1.608311 -5.046813 5.237960
C 1.636291 -5.878123 3.926660
O 2.541211 -7.013193 4.031910
C 2.146861 -7.975573 3.086820
N 2.941181 -4.510253 5.676980
H 0.489321 -3.122273 5.885440
H -0.332859 -4.087653 4.762250
H 1.136201 -3.204433 4.288850
H 1.297681 -5.685243 6.065020
H 1.803381 -5.309013 3.012180
H 0.608991 -6.235083 3.853540
H 1.825041 -7.520733 2.149990
H 1.300751 -8.492813 3.539200
H 2.865171 -8.787683 2.974510
H 3.459441 -4.110593 4.907710
H 3.516411 -5.311363 5.894790
C 1.488561 -4.881733 -3.199840
C 2.610541 -4.040733 -3.885730
C 2.631121 -4.207543 -5.434340
O 2.893441 -5.575993 -5.734460
C 3.056541 -5.896653 -7.072170
N 2.395271 -2.672673 -3.315900
H 1.700541 -5.906543 -3.504690
H 0.478281 -4.578113 -3.474160
H 1.684261 -4.977993 -2.131880
H 3.553391 -4.365123 -3.445360
H 3.458471 -3.554933 -5.713070
H 1.687011 -3.849153 -5.844580
H 2.216271 -5.611383 -7.705150
H 3.143151 -6.974773 -7.207320
H 3.862581 -5.298153 -7.496670
H 2.672521 -2.564043 -2.350790
H 1.416541 -2.530963 -3.110690
C 2.609381 1.011307 11.332320
C 3.184551 -0.275823 10.828590
C 3.031301 -0.513033 9.316750
O 1.623811 -0.334803 8.944800
C 1.104841 -0.661313 7.681510
N 4.611331 -0.440403 11.273600
H 1.546531 0.796617 11.443440
H 2.633261 1.666967 10.461890
H 3.107071 1.423717 12.210000
H 2.623081 -1.090753 11.285460
H 3.514361 -1.490033 9.301780
H 3.696721 0.156647 8.771910
H 1.578611 -0.101173 6.875350
H 0.018851 -0.576363 7.720600
H 1.285981 -1.735363 7.640210
H 5.193131 0.228797 10.790090
H 4.773931 -0.319193 12.263030
C 0.184731 0.403767 -1.107170
C -0.024539 0.131617 0.406250
C -0.433389 -1.344083 0.764340
O -1.415799 -1.903433 -0.193240
C -2.762249 -1.483343 -0.022990
N 1.111681 0.582357 1.212530
H -0.678309 0.208457 -1.743660
H 0.966911 -0.245873 -1.499930
H 0.463091 1.426967 -1.359550
H -0.821269 0.740987 0.832840
H -0.857259 -1.437903 1.764150
H 0.495721 -1.913483 0.738970
H -3.252249 -1.484103 -0.996650
H -2.599569 -0.453143 0.293750
H -3.257749 -2.151953 0.680950
H 1.370921 1.522737 0.950630
H 0.747401 0.685547 2.148870
C -5.104469 -5.104803 -6.107370
C -5.643049 -5.147133 -7.582840
O -4.555259 -4.941603 -8.455070
O -4.973499 -3.695993 -5.639620
H -4.221809 -5.730963 -5.977230
H -5.837649 -5.507363 -5.408450
H -6.408919 -4.378093 -7.683490
H -6.133599 -6.086253 -7.838800
H -4.315839 -4.012893 -8.497340
H -4.389019 -3.782943 -4.883030
C 4.842611 0.398277 -0.044000
C 5.987801 -0.444713 -0.594540
O 5.921831 -1.699083 0.000420
O 3.569251 -0.144733 -0.224010
H 4.964381 1.395737 -0.466320
H 5.025271 0.381517 1.030460
H 6.951811 0.002577 -0.352230
H 5.728691 -0.371863 -1.650790
H 5.005881 -1.969253 0.098610
H 2.875831 0.272687 0.292260
C 3.897351 3.332297 2.164760
C 2.941521 4.023667 1.071610
O 1.580521 3.955077 1.605260
O 3.954111 4.316447 3.207360
H 4.846021 3.000127 1.743110
H 3.452821 2.442827 2.611220
H 2.979561 3.522867 0.104220
H 3.173391 5.069307 0.869180
H 1.377741 4.538237 2.340380
H 3.064821 4.620707 3.402770
C 2.956291 -3.930073 0.234590
C 4.096771 -4.091413 1.236770
O 4.175351 -2.935553 2.071870
O 3.340681 -2.987853 -0.787640
H 2.074021 -3.525873 0.730910
H 2.777661 -4.946153 -0.117230
H 5.092191 -4.318513 0.855100
H 3.747451 -4.966483 1.784780
H 5.092581 -2.892603 2.351970
H 3.096441 -2.139233 -0.411080
C -1.369349 -5.091733 1.923980
C -0.905919 -5.721783 0.512610
O -1.857489 -6.681063 0.032570
O -1.716739 -6.244413 2.666410
H -2.220769 -4.472523 1.641550
H -0.608149 -4.535963 2.471510
H 0.112461 -6.080623 0.661710
H -0.824729 -4.999633 -0.299790
H -2.349869 -6.788303 0.849670
H -2.303329 -6.126883 3.417220
C -2.298619 -0.404443 5.196210
C -3.420709 -1.500263 4.816650
O -2.934799 -2.682003 4.159880
O -1.730999 0.052477 4.001410
H -1.578639 -0.915423 5.835440
H -2.856849 0.384837 5.699710
H -4.239719 -0.954563 4.348110
H -3.688129 -1.942563 5.776310
H -3.710149 -3.192273 3.914830
H -1.935659 -0.534913 3.270180
C -8.409569 0.744707 3.788890
C -6.897209 0.766837 3.801340
O -6.462149 0.299227 5.056760
O -8.965519 -0.573463 3.771520
H -8.925799 1.268437 2.984330
H -8.868989 1.309687 4.599960
H -6.539759 1.796317 3.778540
H -6.660749 0.218657 2.889370
H -7.129509 -0.367193 5.235990
H -9.903769 -0.513133 3.577440
C -5.855549 -5.731903 2.687980
C -5.925579 -6.140103 4.200540
O -4.942089 -7.029803 4.764940
O -4.805369 -4.813923 2.413040
H -6.797139 -5.358603 2.285280
H -5.754429 -6.726143 2.252840
H -6.885089 -6.622703 4.386390
H -5.892509 -5.243163 4.819010
H -4.667499 -6.552903 5.551560
H -4.949269 -4.663243 1.475930
C -5.812869 -7.509003 -0.868130
C -6.634649 -6.365763 -0.517580
O -5.833389 -5.286773 -0.402730
O -5.201819 -7.168813 -2.173770
H -6.525459 -8.328383 -0.962590
H -5.114069 -7.764263 -0.071500
H -7.265069 -6.621823 0.333950
H -7.333169 -6.217553 -1.341110
H -5.327009 -5.280943 -1.218290
H -4.731809 -7.953193 -2.466050
C 4.795901 0.180717 -4.405250
C 3.750861 1.186227 -3.870310
O 3.235661 2.052437 -4.920640
O 4.412941 -0.857193 -5.224930
H 5.281251 -0.298923 -3.555260
H 5.656121 0.670557 -4.861510
H 4.236651 1.900027 -3.205040
H 2.845951 0.761347 -3.435900
H 3.295841 1.553507 -5.738600
H 4.008591 -1.481463 -4.617980
C -2.527299 -1.572403 -10.451050
O -3.109349 -2.317363 -9.493660
C -2.631059 -2.127453 -8.144330
C -2.745019 -0.785633 -7.567030
N -3.899489 -0.781093 -6.664930
C -3.613029 -0.367993 -5.257430
C -2.545249 -1.150063 -4.520170
O -2.658869 -2.541493 -4.807390
C -2.004339 -3.405203 -3.930290
H -1.509479 -1.295143 -10.176680
H -3.159049 -0.684203 -10.441270
H -2.518929 -2.082823 -11.414110
H -1.562779 -2.325363 -8.056570
H -3.049619 -2.936823 -7.546150
H -2.665699 0.028387 -8.287580
H -1.818609 -0.382693 -7.157760
H -4.371879 -1.668113 -6.765630
H -4.559789 -0.585083 -4.762830
H -3.337989 0.656547 -5.006880
H -2.668439 -1.047173 -3.442050
H -1.606789 -0.832843 -4.974880
H -1.993429 -4.433433 -4.291850
H -2.295089 -3.272763 -2.888170
H -0.952209 -3.121053 -3.910650
C 2.380421 3.397697 5.546870
O 1.792381 4.289127 4.609650
C 0.907751 5.261637 5.357980
C 0.007641 5.802927 4.235500
N 0.708861 6.472837 3.085090
C 1.320731 7.753437 3.578900
C 1.786641 8.656217 2.418370
O 0.642831 9.170447 1.589870
C 0.856891 10.154847 0.643350
H 3.069471 3.970007 6.167970
H 2.978781 2.707167 4.952540
H 1.841641 2.801287 6.283150
H 1.379201 6.067277 5.920800
H 0.135051 4.775037 5.953180
H -0.884019 6.274127 4.649040
H -0.460399 4.967097 3.715460
H -0.063689 6.878047 2.576110
H 2.221051 7.492697 4.135260
H 0.715571 8.280627 4.316430
H 2.397891 8.061897 1.739200
H 2.252831 9.550437 2.832070
H 1.304221 9.740407 -0.260110
H 1.470201 10.990087 0.981490
H -0.076119 10.641897 0.359870
C -3.274069 2.957627 3.518000
O -3.456079 2.608967 2.174270
C -2.563679 3.376217 1.356140
C -3.026179 3.314917 -0.069300
N -2.132979 4.119517 -0.915070
C -2.517719 4.246017 -2.292130
C -1.455489 4.864637 -3.307290
O -0.258229 4.091397 -3.400370
C -0.471189 2.810277 -3.839520
H -3.195549 4.005837 3.806440
H -2.394989 2.518177 3.989380
H -4.093569 2.497737 4.070270
H -1.567529 2.933747 1.356210
H -2.480639 4.364647 1.808030
H -4.037099 3.705877 -0.184630
H -3.054229 2.275497 -0.396270
H -1.147169 3.917187 -0.829330
H -3.367839 4.918137 -2.409010
H -3.003829 3.332287 -2.634010
H -1.216989 5.895777 -3.046600
H -1.809939 5.155427 -4.296170
H 0.429311 2.206327 -3.951070
H -1.012379 2.906287 -4.780790
H -1.170059 2.311857 -3.167760
C 2.340211 5.500117 -2.540880
O 3.483401 6.207457 -2.782580
C 3.518731 7.258267 -1.821830
C 4.738801 8.204777 -2.222460
N 5.991311 7.545507 -1.793300
C 7.091031 8.219467 -2.367210
C 8.340041 7.500987 -1.921870
O 8.843841 7.815967 -0.585470
C 10.309491 7.411037 -0.391420
H 2.179981 5.447237 -1.464010
H 2.616661 4.473417 -2.780760
H 1.424991 5.892647 -2.984050
H 3.584691 6.703897 -0.885650
H 2.583731 7.814757 -1.757090
H 4.740151 9.155947 -1.690130
H 4.608341 8.638707 -3.213820
H 5.990331 6.603527 -2.157660
H 7.328821 9.254257 -2.120680
H 7.170501 8.094447 -3.447100
H 9.157191 7.790027 -2.582790
H 8.215881 6.419567 -1.978600
H 10.457711 6.344017 -0.557530
H 10.614391 7.580817 0.641200
H 10.999131 8.068757 -0.920480
C -5.665869 1.373577 -1.613570
O -5.058549 0.150457 -1.238770
C -5.979669 -0.966253 -1.104660
C -6.577829 -1.406803 -2.389690
N -7.737739 -0.629843 -2.823400
C -7.905829 -0.604783 -4.254950
C -7.984219 -1.948393 -4.967880
O -9.329959 -2.414253 -5.058740
C -10.124039 -2.605363 -3.911440
H -6.139389 1.317777 -2.593760
H -4.859729 2.105577 -1.662580
H -6.429009 1.644567 -0.883980
H -6.716989 -0.760293 -0.328750
H -5.292179 -1.709403 -0.700710
H -6.858939 -2.459793 -2.372760
H -5.828909 -1.379503 -3.181190
H -8.603019 -0.608283 -2.302900
H -7.074949 -0.014603 -4.641510
H -8.818859 -0.037463 -4.435600
H -7.391799 -2.683383 -4.422970
H -7.560139 -1.890773 -5.970350
H -11.130649 -2.688783 -4.321170
H -10.007919 -1.965563 -3.036640
H -9.866139 -3.578033 -3.492520

Atoms 1-3, force components in eV/Å:
C -1.32 0.05 0.92
C 0.09 -0.99 2.78
C -1.63 3.30 -0.70

- Total energy: -162210.2321 eV
- HOMO: -8.26 eV


2.
This record from the Open Molecules 2025 dataset describes C70H50BrN4O6P2STi as an isolated structure. The level of theory is ωB97M-V with the def2-TZVPD basis set.

Element x y z (Å)
Ti 0.162276 -1.418244 0.006268
O -2.968277 -0.895855 -2.678217
C -4.169987 -1.529178 -2.418346
C -5.016508 -2.037586 -3.388879
C -6.209232 -2.624700 -2.981317
C -6.540552 -2.699413 -1.638508
C -5.651382 -2.227579 -0.680808
C -4.443314 -1.650225 -1.056058
P -3.090270 -1.128179 0.075830
C -3.527089 0.626638 0.426615
C -2.817147 1.307915 1.424511
C -3.074125 2.644201 1.692970
C -4.026754 3.334715 0.951196
C -4.720973 2.676936 -0.053652
C -4.479245 1.329685 -0.308880
C -3.591664 -2.011096 1.611858
C -3.893034 -1.398279 2.825457
C -4.173265 -2.162984 3.954209
C -4.162257 -3.547336 3.884409
C -3.889211 -4.170713 2.673699
C -3.606175 -3.410656 1.550293
C -2.504107 -0.663071 -3.947781
C -3.277514 -0.023485 -4.906594
C -2.757576 0.149293 -6.178038
C -1.482700 -0.311178 -6.479979
C -0.702283 -0.889651 -5.492657
C -1.191678 -1.052697 -4.194632
P -0.119775 -1.780115 -2.855452
C 1.495760 -1.215245 -3.547191
C 2.540797 -2.045408 -3.927698
C 3.755199 -1.503395 -4.347862
C 3.929042 -0.132312 -4.400874
C 2.876526 0.706923 -4.047702
C 1.676172 0.168772 -3.622948
C -0.248603 -3.559039 -3.261540
C -1.360995 -4.048363 -3.942288
C -1.502002 -5.410859 -4.170624
C -0.530609 -6.296860 -3.728069
C 0.566538 -5.820915 -3.022919
C 0.693143 -4.464244 -2.769561
H -4.766095 -1.990800 -4.439081
H -6.883253 -3.022335 -3.730309
H -7.481510 -3.140186 -1.333592
H -5.895072 -2.321869 0.368829
H -2.062248 0.784858 2.003416
H -2.534083 3.143583 2.490509
H -4.236388 4.375895 1.164110
H -5.465698 3.206987 -0.636207
H -5.045396 0.825170 -1.083955
H -3.920633 -0.320317 2.906617
H -4.394705 -1.666273 4.890701
H -4.372920 -4.138891 4.767364
H -3.889633 -5.252096 2.605071
H -3.399163 -3.906417 0.610409
H -4.273028 0.321748 -4.659860
H -3.355282 0.638411 -6.937745
H -1.089563 -0.204333 -7.483082
H 0.300532 -1.217724 -5.729607
H 2.423680 -3.117103 -3.920095
H 4.562068 -2.166026 -4.637687
H 4.875038 0.285287 -4.723216
H 2.996334 1.781705 -4.098902
H 0.866204 0.833913 -3.344247
H -2.123267 -3.372348 -4.308522
H -2.373846 -5.777973 -4.699010
H -0.635929 -7.357485 -3.922561
H 1.315292 -6.507973 -2.647079
H 1.506043 -4.116137 -2.144014
O -0.568427 -1.242774 3.743745
C -0.578625 -1.936340 2.766289
O -0.705416 -1.393092 1.533555
C -0.457251 -3.411527 2.762729
C -0.353585 -4.017996 4.018083
C -0.295471 -5.388345 4.143666
C -0.341429 -6.173546 2.994086
C -0.440090 -5.588785 1.746623
C -0.506924 -4.196935 1.596309
S -0.719110 -3.656927 -0.077869
H -0.333837 -3.370734 4.886429
H -0.219616 -5.848047 5.120832
H -0.293747 -7.253393 3.072481
H -0.472272 -6.201187 0.853094
C 4.549513 10.715523 5.160683
O 3.614705 10.530776 4.104615
C 3.310409 9.265064 3.755358
C 2.361612 9.122676 2.743711
C 1.997243 7.866126 2.314157
C 2.563040 6.720789 2.878361
C 3.501294 6.873748 3.890251
C 3.878358 8.131833 4.333548
C 2.190597 5.370455 2.441357
N 2.625590 4.246136 2.967029
C 2.008477 3.253386 2.250280
C 1.194901 3.771032 1.280041
N 1.317285 5.133193 1.412835
C 0.431665 2.969718 0.381982
C -0.418265 3.476265 -0.613659
C -1.101532 2.612970 -1.422926
C -0.953639 1.244747 -1.213389
N -0.166062 0.737456 -0.278331
C 0.549342 1.578672 0.517537
C 1.417740 1.013242 1.533083
N 1.521024 -0.334407 1.599060
C 2.266317 -0.887393 2.530590
C 2.976127 -0.133751 3.471948
C 2.914956 1.231363 3.405358
C 2.128429 1.835301 2.411814
H 4.629636 11.787167 5.306657
H 5.527927 10.312673 4.893243
H 4.198748 10.249901 6.083640
H 1.925798 10.016403 2.315910
H 1.252846 7.791607 1.528359
H 3.939090 5.986603 4.330423
H 4.610155 8.220127 5.123517
H 0.885460 5.837090 0.842200
H -0.541338 4.547395 -0.728811
H -1.771354 2.964922 -2.195390
H -1.522135 0.540576 -1.801208
H 2.314379 -1.970838 2.529557
H 3.560733 -0.639229 4.228400
H 3.454435 1.863659 4.098997
Br 4.199466 -4.333132 -1.106930
C 4.880965 -2.682410 -0.484485
C 6.246938 -2.603967 -0.260815
C 6.807151 -1.417070 0.189180
C 6.010434 -0.298385 0.387323
C 4.653587 -0.375162 0.132071
C 4.069191 -1.569336 -0.286965
C 2.595431 -1.544926 -0.457348
O 2.018898 -0.554665 -0.938292
O 1.841947 -2.498971 -0.016084
H 6.863716 -3.472611 -0.444053
H 7.872533 -1.369664 0.375526
H 6.444985 0.631377 0.732953
H 4.022365 0.498080 0.250609

Atoms 1-3, force components in eV/Å:
Ti 0.48 -0.09 -0.65
O -0.06 0.10 0.06
C 0.10 -0.03 -0.02

- Total energy: -214219.5207 eV
- HOMO: -9.47 eV
- Net charge: +1